Run i
Formula: C9H9O3
Source: the Open Molecules 2025 dataset
Level of theory: the ωB97M-V functional and the def2-TZVPD basis

Computed properties:
Kohn-Sham gap   7.84 eV
Net charge   -1
Highest occupied orbital energy   -4.33 eV

```
21
Properties=species:S:1:pos:R:3:lowdin_charge:R:1
C 2.09008 -0.08732 -1.60363 -0.0359
C 2.84012 0.88225 -0.99898 -0.1520
C 0.86033 -0.11346 -0.89892 -0.2359
C 0.98998 0.83235 0.06325 -0.0458
C -1.63790 2.01632 0.52077 -0.7589
C -0.45802 -0.79751 -0.97986 -0.1156
C -0.81307 0.76132 0.98323 0.0265
C -1.16732 -0.58773 0.38694 -0.3668
C -0.81303 -1.72905 1.34330 -0.0862
O -1.59143 2.96855 1.30697 -0.0664
O -2.26588 1.88783 -0.53614 -0.0508
O 2.16544 1.45461 0.03036 0.0311
H 2.39138 -0.69092 -2.43788 0.0903
H 3.83074 1.24616 -1.19892 0.1001
H -1.05656 -0.31821 -1.75885 0.1134
H -0.37297 -1.86365 -1.21205 0.1055
H -0.57257 0.76940 2.04069 0.1007
H -2.24877 -0.59394 0.20732 0.1365
H 0.26282 -1.75427 1.50781 0.0764
H -1.12503 -2.68948 0.93109 0.0649
H -1.30834 -1.59323 2.30350 0.0689
```


Run ii
Formula: C9H9O3
Source: the Open Molecules 2025 dataset
Level of theory: the ωB97M-V functional and the def2-TZVPD basis

Computed properties:
Kohn-Sham gap   7.55 eV
Net charge   -1
Highest occupied orbital energy   -4.17 eV

```
21
Properties=species:S:1:pos:R:3:lowdin_charge:R:1
C 0.70244 0.42796 -0.61912 -0.3074
C 0.33543 1.63590 0.13357 -0.1234
C 1.96186 0.09414 -0.81928 0.0212
C -0.86959 2.06870 0.44986 0.0618
C -3.87295 0.16340 -0.09260 -0.7338
C -0.37219 -1.63905 0.16341 -0.1265
C -1.63994 -1.17981 0.69621 -0.1078
C -0.23120 -0.61695 -1.03110 -0.2737
C -2.35030 -0.38540 -0.06533 -0.1683
O -4.67543 -0.56348 -0.57088 0.0299
O -3.92926 1.34491 0.23028 -0.0388
O -1.57634 -0.16201 -1.21446 -0.0512
H 2.15446 -0.90700 -1.08685 0.0509
H 2.78485 0.66925 -0.39240 0.0608
H -0.90414 3.09987 0.94951 0.0919
H -1.80019 1.68507 0.15293 0.0129
H 0.49300 -1.64995 0.83133 0.1106
H -0.46589 -2.65555 -0.22286 0.1052
H -1.87006 -1.37850 1.75109 0.1130
H 1.25265 1.98077 0.60864 0.0907
H 0.04294 -1.00722 -2.11054 0.1821
```


Most stable to least stable, the ends of the list are run i and run ii.


Run i
Formula: C10H11N
Source: the Open Molecules 2025 dataset
Level of theory: the ωB97M-V functional and the def2-TZVPD basis

Computed properties:
Kohn-Sham gap   9.11 eV
Net charge   0
Highest occupied orbital energy   -8.75 eV

```
22
Properties=species:S:1:pos:R:3:lowdin_charge:R:1
C 0.41466 2.40708 -1.71493 -0.0738
C 1.02102 1.65257 -0.71525 0.0096
C -0.78696 1.97815 -2.24450 -0.1872
C 0.26071 0.56814 -0.20613 -0.1105
C -0.97527 0.25575 -0.81293 -0.1418
C -1.12177 -0.90757 0.08921 -0.1944
C -2.06651 -1.78791 0.29450 0.0835
C 0.24638 -0.59933 0.75640 -0.3982
C 0.19588 -0.29518 2.25705 -0.0261
C 1.47687 -1.45832 0.38582 -0.0106
N -1.52180 0.98169 -1.82714 0.1221
H 0.98069 3.17919 -2.21826 0.0999
H 1.93425 1.95401 -0.21650 0.1072
H -1.00947 2.40418 -3.24066 0.1132
H -1.86875 -2.56864 0.91779 0.0271
H -2.95765 -2.02431 -0.41188 0.1124
H -0.89686 -0.28839 2.56124 0.1027
H 0.67825 0.58664 2.58628 0.0524
H 0.78315 -0.99370 2.95266 0.0996
H 1.54419 -2.28018 1.03758 0.0636
H 2.37452 -0.89246 0.32497 0.0794
H 1.29448 -1.87143 -0.55532 0.0698
```


Run ii
Formula: C10H11N
Source: the Open Molecules 2025 dataset
Level of theory: the ωB97M-V functional and the def2-TZVPD basis

Computed properties:
Kohn-Sham gap   8.28 eV
Net charge   0
Highest occupied orbital energy   -7.82 eV

```
22
Properties=species:S:1:pos:R:3:lowdin_charge:R:1
C -2.12283 -1.16691 0.26842 -0.2206
C -1.11678 2.28196 -0.03103 -0.0535
C -1.96742 1.24289 -0.28939 -0.0614
C 0.24136 1.91417 0.47761 -0.1451
C 1.63469 -1.58112 0.11510 -0.1140
C 0.55680 -1.53927 -1.07526 -0.1226
C 1.25886 -0.45342 1.11260 -0.1252
C -0.03980 -0.20266 -0.91008 -0.2402
C -1.43125 -0.06066 -0.22532 -0.1789
C 0.45064 0.47952 0.33345 -0.1535
N -2.63079 -2.04696 0.76082 0.1618
H -1.31134 3.27601 -0.36237 0.0911
H -3.00119 1.31428 -0.30370 0.0956
H 1.16451 2.32135 0.01094 0.1621
H 0.24333 2.37083 1.36024 0.0811
H 1.72656 -2.64010 0.57158 0.1386
H 2.47147 -1.30837 -0.40131 0.0621
H 1.04708 -1.63682 -2.07161 0.1200
H -0.19785 -2.35273 -1.07193 0.1139
H 0.79407 -0.75484 2.02257 0.1102
H 2.15344 0.13009 1.47191 0.1407
H 0.07645 0.41277 -1.76323 0.1377
```


Most stable to least stable, the ends of the list are run i and run ii.